{
  "formula": "C36H96N4O20",
  "method": "ωB97M-V with the def2-TZVPD basis set",
  "species": ["O", "O", "O", "O", "O", "O", "O", "O", "O", "O", "O", "O", "O", "O", "O", "O", "O", "O", "O", "O", "N", "N", "N", "N", "C", "C", "C", "C", "C", "C", "C", "C", "C", "C", "C", "C", "C", "C", "C", "C", "C", "C", "C", "C", "C", "C", "C", "C", "C", "C", "C", "C", "C", "C", "C", "C", "C", "C", "C", "C", "H", "H", "H", "H", "H", "H", "H", "H", "H", "H", "H", "H", "H", "H", "H", "H", "H", "H", "H", "H", "H", "H", "H", "H", "H", "H", "H", "H", "H", "H", "H", "H", "H", "H", "H", "H", "H", "H", "H", "H", "H", "H", "H", "H", "H", "H", "H", "H", "H", "H", "H", "H", "H", "H", "H", "H", "H", "H", "H", "H", "H", "H", "H", "H", "H", "H", "H", "H", "H", "H", "H", "H", "H", "H", "H", "H", "H", "H", "H", "H", "H", "H", "H", "H", "H", "H", "H", "H", "H", "H", "H", "H", "H", "H", "H", "H"],
  "positions_angstrom": [[-1.80472, 5.27812, -1.72423], [2.79846, 6.64739, 0.07461], [-3.13587, -2.62071, -3.49894], [-6.24170, -2.83186, -3.49045], [-5.53964, -3.44620, 5.82000], [6.31165, 0.60544, 5.12807], [0.07166, -0.00162, 4.29424], [-1.65824, 6.55473, -6.72604], [-4.68001, 0.37653, 2.16093], [-0.21814, -1.15902, -0.57319], [2.57168, -3.63306, 1.99030], [1.55363, 2.88609, 2.43580], [-5.47479, -1.58983, 0.23923], [8.83882, -3.32561, 0.55347], [-0.95274, -7.52911, -1.49070], [3.94995, -0.23347, 3.37916], [-2.95711, 0.76180, -3.70534], [-2.32153, -4.99743, -2.14191], [-3.19487, -1.74804, 6.69299], [-1.01077, -0.97296, -6.25511], [-2.07026, -0.33570, 1.35639], [2.27681, 3.86118, -0.42118], [-1.77379, 3.67391, -4.39941], [6.16487, -2.89179, 1.35852], [6.89763, -4.05154, 1.86464], [-0.52990, -6.58564, -2.49612], [-0.80261, 0.12404, -0.79236], [-5.25113, -3.80312, -3.76657], [1.68106, 6.20222, -0.67541], [2.36621, 2.20099, 1.51568], [-1.30457, 3.33276, -3.05142], [-1.00161, 0.22035, 2.20500], [-6.28665, -1.19075, 1.33313], [-2.07708, 0.31460, 0.03791], [-5.40919, -0.77760, 2.51157], [-1.26061, -0.22809, -5.07911], [-1.74093, -5.88314, -3.08516], [1.91454, 2.62823, 3.76681], [4.94230, 0.83256, 5.36577], [4.04472, -0.24976, 4.80268], [-1.85930, 5.23561, -6.26089], [3.22533, 7.91031, -0.36122], [3.96104, -3.50316, 2.23489], [8.38609, -3.71842, 1.84476], [-0.30814, 6.96164, -6.78412], [4.78122, -3.18660, 0.99778], [1.94605, 2.54735, 0.09467], [1.94291, -2.46850, 1.54569], [-0.11594, -0.17040, 5.68845], [-2.09091, 3.89207, -1.86738], [-2.60911, 0.43689, -5.05138], [-4.02861, -3.21003, -4.44418], [-3.25281, -2.71635, 5.65983], [-1.50237, 5.06724, -4.78605], [-2.76657, 6.00125, -1.00097], [-4.17149, -3.86535, 5.96852], [-0.95816, -0.55360, 3.51672], [8.61250, -4.27196, -0.47534], [-0.90064, -2.14779, -1.32355], [1.23390, 4.85949, -0.18100], [-5.90836, -2.19903, -2.84736], [3.46849, 7.91770, -1.43303], [-2.25826, 6.76481, -0.40114], [-3.53124, -3.88720, -5.14625], [2.45471, 8.68264, -0.23486], [0.28014, 6.25066, -7.38488], [9.01680, -4.53520, 2.21469], [-0.83156, -1.63354, 3.34423], [0.30651, 4.55662, -0.66508], [-2.78140, 3.54163, -4.36193], [-2.07269, 5.78481, -4.19323], [4.67290, -4.03729, 0.30583], [6.58609, -4.24131, 2.89143], [-1.96744, -2.15703, -1.07318], [-4.07851, -1.36815, 6.75947], [2.45665, 1.80162, -0.52924], [-0.56058, -3.16323, -1.11399], [4.11185, 8.18085, 0.20761], [4.61534, 1.79257, 4.94637], [-6.07772, -4.24209, 5.81398], [0.18845, 7.04719, -5.81630], [-3.95288, -4.73374, 5.33831], [0.87327, 2.38969, -0.00793], [-0.29857, -0.58926, -6.76809], [4.78636, -0.48273, 2.97063], [-3.16724, 3.70670, -1.95582], [-0.00018, -7.10134, -3.30118], [2.09237, -1.58269, 2.18152], [-6.98441, -1.99259, 1.56256], [0.71221, 0.36347, 6.15451], [-2.44681, -6.62567, -3.46688], [-6.82941, -0.27514, 1.06842], [6.73611, -4.94911, 1.25138], [8.98142, -5.25994, -0.18208], [-1.05310, 0.26474, 6.04455], [-0.01566, 0.17358, 1.72768], [-5.73341, -4.56464, -4.38426], [3.43506, 2.36419, 1.71558], [0.85592, -2.57977, 1.55594], [-4.36850, -2.37789, -5.06615], [-2.92148, 5.02999, -6.40637], [-3.50170, -2.28654, 4.68669], [3.15764, 4.22648, -0.08346], [-0.33326, 7.89418, -7.34389], [1.36300, 3.25675, 4.45863], [-0.94796, -8.39240, -1.91200], [-4.98568, -4.32662, -2.84057], [4.27049, -4.46414, 2.65279], [-1.15738, 1.27110, 2.45966], [2.20338, -2.16874, 0.52485], [-3.12568, -0.08588, -3.27473], [4.77181, 0.92203, 6.43951], [-1.70646, -1.26858, 1.15441], [-2.89524, -0.12334, -0.53959], [-3.30485, 5.41928, -0.24531], [6.46182, 0.50586, 4.18374], [-1.15927, -0.84992, -4.18257], [2.27770, 1.10195, 1.58749], [-4.70593, -1.59163, 2.73361], [8.58499, -2.85181, 2.47604], [-0.08454, -1.23413, 5.94239], [0.00768, 0.81162, -0.55161], [-6.01442, -0.63097, 3.41139], [-0.75337, -1.98290, -2.39331], [4.36977, -1.24151, 5.14220], [6.66289, -2.54156, 0.54905], [9.17609, -3.92341, -1.33835], [-0.43487, 5.23734, -4.64563], [-2.72520, -3.35686, -3.02053], [-1.27132, 2.24426, -2.96584], [-1.38920, -5.31237, -3.95047], [-4.03695, -4.20106, 7.00389], [-3.41519, -0.18858, -5.45472], [-2.81887, -5.52782, -1.51018], [-3.46533, 6.51742, -1.66545], [7.55435, -4.32135, -0.75016], [0.86698, 6.93945, -0.62274], [-1.29153, 4.51432, -6.86218], [-0.41849, 0.45952, -4.91520], [4.38203, -2.31261, 0.48085], [2.99990, -0.16386, 5.10758], [1.94554, 6.15819, -1.74298], [0.11467, -5.87122, -1.98764], [1.81901, 1.55419, 3.96648], [-1.93060, -0.43625, 4.01431], [-2.26337, -3.18155, 5.63143], [2.98885, 2.78751, 3.96209], [-1.04025, 0.29409, -1.84693], [-5.19048, -0.82182, -0.26074], [1.00922, 4.93284, 0.89375], [-3.78369, 0.07382, 1.92245], [-0.28642, 3.70134, -2.88787], [-2.25910, 1.38270, 0.16863], [-2.66043, 1.32280, -5.68822], [-1.72612, 3.36771, -0.97149], [4.09354, -2.78681, 3.05551]],
  "atomic_forces_ev_per_a": [[-0.2, -0.3, -0.1], [-0.2, -0.1, -0.1], [0.0, -0.1, -0.3], [-0.2, 0.1, -0.1], [0.4, -0.1, -0.2], [0.2, -0.2, 0.2], [-0.1, 0.0, 0.2], [-0.1, 0.0, 0.2], [-0.2, 0.1, 0.2], [-0.2, -0.3, -0.3], [0.1, -0.4, -0.1], [0.0, 0.3, 0.0], [0.0, -0.6, -0.4], [-0.1, 0.1, 0.0], [0.2, 0.2, -0.4], [0.2, 0.3, -0.1], [0.1, 0.2, -0.1], [-0.2, -0.1, -0.3], [-0.3, 0.1, -0.3], [-0.4, -0.5, -0.1], [1.1, 0.2, -0.4], [-0.6, 0.3, -0.3], [0.0, 0.3, 0.6], [-0.1, -0.2, 0.0], [0.4, 0.5, -0.1], [-0.7, -0.5, 0.3], [0.7, 0.0, 0.3], [-0.2, -0.4, 0.1], [-0.3, 0.4, -0.5], [-0.3, -0.5, -0.3], [0.2, 0.1, 0.3], [0.2, -0.1, 0.5], [0.4, 1.0, 0.2], [-0.1, -0.1, -0.1], [0.1, -0.7, -0.2], [1.4, 0.1, 0.4], [0.9, -0.1, -0.2], [1.0, -0.9, 0.2], [-0.9, 0.3, -0.2], [-0.3, -0.6, -0.3], [0.1, 0.1, 0.2], [0.1, 0.3, -0.3], [-0.4, -0.1, 0.6], [0.1, 0.2, -0.1], [-0.1, -0.4, -0.8], [0.0, 0.2, 0.0], [1.1, -0.1, 0.0], [-0.7, 1.2, -0.1], [0.3, 0.0, -0.3], [0.4, -0.1, -0.1], [-0.9, 0.0, -0.3], [-0.2, 0.7, -0.1], [0.5, -0.7, 0.4], [-0.3, -0.5, -0.3], [0.1, 0.6, 0.7], [-0.9, -0.2, 0.4], [-0.5, 0.3, -0.2], [0.2, 0.2, 0.2], [-0.2, -0.3, 0.0], [0.4, -0.2, 0.7], [0.1, -0.1, 0.1], [0.1, -0.2, 0.1], [0.1, 0.0, -0.3], [0.1, -0.3, 0.4], [0.0, -0.1, 0.2], [0.0, 0.0, 0.1], [-0.2, -0.2, 0.0], [0.2, 0.0, 0.0], [0.1, 0.1, -0.2], [0.0, -0.1, -0.3], [0.2, 0.2, 0.0], [0.1, 0.0, 0.0], [0.1, -0.2, 0.0], [-0.1, 0.1, -0.3], [0.0, 0.1, 0.1], [-0.2, 0.0, -0.1], [0.4, 0.3, 0.4], [0.0, 0.0, 0.0], [0.1, 0.0, -0.1], [-0.2, 0.1, 0.0], [-0.2, 0.3, 0.1], [0.0, 0.2, -0.3], [0.0, 0.1, 0.0], [0.0, 0.2, 0.1], [0.0, -0.2, 0.1], [0.0, 0.1, -0.1], [0.2, 0.1, 0.1], [0.5, -0.2, 0.2], [0.1, -0.1, 0.0], [0.0, -0.1, 0.2], [-0.2, 0.0, 0.2], [-0.3, -0.3, -0.1], [-0.2, -0.1, 0.1], [-0.1, -0.1, -0.1], [-0.1, -0.1, -0.1], [0.0, -0.1, 0.0], [0.0, 0.2, -0.2], [0.0, 0.4, -0.1], [0.1, -0.6, -0.1], [-0.1, -0.1, 0.0], [0.0, 0.0, 0.0], [0.0, 0.1, 0.0], [0.0, -0.2, 0.2], [0.3, 0.2, 0.3], [-0.3, -0.1, -0.2], [-0.1, -0.1, 0.2], [0.3, 0.1, 0.0], [-0.1, -0.1, -0.2], [-0.3, 0.0, -0.2], [0.1, -0.2, 0.0], [0.0, 0.0, 0.0], [0.3, -0.2, 0.1], [-0.5, -0.2, 0.1], [-0.2, 0.2, 0.1], [-0.1, -0.3, -0.3], [0.0, 0.1, 0.0], [-0.4, -0.5, -0.3], [-0.3, 0.1, 0.4], [-0.1, -0.1, 0.0], [-0.1, 0.0, 0.0], [0.0, 0.0, 0.2], [-0.3, 0.1, 0.2], [0.0, 0.3, -0.1], [-0.2, 0.1, 0.0], [0.2, 0.1, 0.0], [0.0, 0.1, 0.0], [0.0, 0.0, 0.0], [0.0, 0.1, 0.1], [-0.1, 0.1, 0.2], [-0.1, 0.1, 0.0], [-0.2, 0.3, 0.1], [0.3, 0.2, 0.0], [0.4, -0.5, -0.1], [0.0, 0.1, 0.1], [-0.1, -0.2, 0.0], [0.0, -0.2, 0.0], [0.0, -0.1, 0.3], [0.1, 0.0, 0.0], [-0.5, 0.5, -0.2], [0.0, 0.0, 0.1], [0.1, 0.3, 0.3], [0.1, -0.2, 0.1], [0.1, 0.1, -0.2], [-0.6, 0.2, 0.2], [0.0, 0.0, 0.1], [0.1, 0.4, -0.2], [-0.1, 0.5, -0.3], [0.0, -0.2, -0.1], [0.0, 0.2, 0.3], [0.0, 0.1, 0.0], [0.2, 0.0, 0.0], [0.1, -0.1, -0.4], [-0.2, 0.0, -0.1], [0.3, 0.3, 0.5], [-0.2, 0.0, 0.1], [0.3, 0.3, -0.3]],
  "lowdin_charge": [-0.215, -0.183, -0.093, -0.058, -0.074, -0.047, -0.211, -0.192, -0.089, -0.196, -0.165, -0.171, -0.078, -0.205, -0.069, -0.090, -0.092, -0.077, -0.058, -0.051, -0.047, -0.041, -0.041, -0.055, -0.223, -0.222, -0.191, -0.245, -0.236, -0.229, -0.200, -0.171, -0.237, -0.172, -0.263, -0.256, -0.234, -0.104, -0.251, -0.228, -0.227, -0.128, -0.221, -0.210, -0.117, -0.210, -0.208, -0.128, -0.091, -0.214, -0.231, -0.220, -0.263, -0.206, -0.113, -0.242, -0.225, -0.110, -0.097, -0.203, 0.077, 0.087, 0.085, 0.118, 0.087, 0.089, 0.122, 0.126, 0.091, 0.106, 0.119, 0.125, 0.118, 0.087, 0.090, 0.118, 0.084, 0.086, 0.103, 0.079, 0.079, 0.119, 0.092, 0.082, 0.076, 0.129, 0.121, 0.080, 0.116, 0.080, 0.126, 0.120, 0.112, 0.093, 0.089, 0.108, 0.120, 0.126, 0.077, 0.114, 0.123, 0.102, 0.107, 0.088, 0.096, 0.081, 0.112, 0.120, 0.138, 0.081, 0.063, 0.125, 0.110, 0.102, 0.090, 0.080, 0.086, 0.107, 0.105, 0.123, 0.091, 0.091, 0.116, 0.079, 0.121, 0.099, 0.090, 0.114, 0.031, 0.080, 0.125, 0.121, 0.113, 0.110, 0.087, 0.079, 0.122, 0.120, 0.128, 0.112, 0.105, 0.126, 0.120, 0.062, 0.118, 0.121, 0.073, 0.100, 0.067, 0.123, 0.022, 0.119, 0.117, 0.111, 0.104, 0.110],
  "homo_lumo_gap_ev": 8.6,
  "smiles": "COCCNCCOC.COCCNCCOC.COCCNCCOC.COCCNCCOC.OCCO.OCCO.OCCO.OCCO.OCCO.OCCO",
  "e_tot_ev": -85790.89123,
  "relative_energy_kcal_mol": 0.0,
  "spin_multiplicity": 1,
  "total_charge": 0,
  "fmax_ev_per_a": 1.45
}